{
  "formula": "C3H9O4S",
  "method": "ωB97M-V/def2-TZVPD",
  "homo_energy_ha": -0.1827,
  "charge": -1,
  "e_lumo_ev": 3.105,
  "multiplicity": 1,
  "orbital_gap_ha": 0.2968,
  "symbols": ["S", "O", "O", "O", "O", "C", "C", "C", "H", "H", "H", "H", "H", "H", "H", "H", "H"],
  "xyz": [[-2.74488, 2.42564, 0.47895], [1.08201, -2.15270, -3.43910], [0.35122, -0.12008, -1.41018], [0.91888, -0.72416, 0.68295], [1.52494, -2.11798, 2.85061], [0.50882, 0.05922, -0.19161], [-0.05583, 1.46793, 0.37739], [-1.47373, 1.10415, 0.77644], [2.46559, -2.32327, 2.79824], [-1.59504, 0.90334, 1.87835], [0.41036, -2.07808, -4.12391], [-0.06066, 2.02167, -0.61998], [1.42554, -1.64621, 1.98147], [-2.20425, 2.79373, -0.67133], [0.67580, 1.81719, 1.07404], [-1.89675, 0.25046, 0.24906], [0.66797, -1.68086, -2.69138]],
  "forces_ev_per_a": [[0.3, 0.0, 0.4], [-0.4, -0.1, -0.1], [0.1, -0.2, -0.4], [0.4, -0.2, -0.1], [0.7, 0.1, -0.6], [-0.7, 0.8, 0.8], [0.2, -1.8, -3.6], [-0.9, 0.6, 1.7], [-0.1, -0.2, 0.4], [0.3, 0.1, -1.1], [0.1, 0.0, -0.1], [-0.1, 0.0, 1.6], [-0.7, 0.0, 0.5], [0.0, 0.2, -0.4], [-0.2, 0.6, 0.8], [0.6, -0.1, -0.1], [0.4, 0.3, 0.3]],
  "mulliken_charge": [-0.286, -0.651, -0.738, -0.794, -0.702, 0.397, -0.331, -0.579, 0.267, 0.286, 0.274, 0.176, 0.543, 0.090, 0.281, 0.359, 0.406]
}